ORCA calculation (ωB97M-V/def2-TZVPD) on a cluster of 9 separate species, C38H86Br3N4O28S8 in total in a non-equilibrium geometry.

**E_HOMO**: -11.83 eV
**Orbital gap**: 9.2 eV

ORCA input file:
```
! wB97M-V def2-TZVPD RIJCOSX def2/J DEFGRID3
* xyz 1 1
C 2.0388 1.8437 0.2482
C 0.9797 1.9156 -0.5567
N 0.0452 2.9950 -0.5358
N -0.4454 3.5121 0.6932
C -0.3653 3.5691 -1.6318
N -1.2364 4.6349 -1.5216
C -1.6024 5.1547 -2.8887
C -3.1103 4.9004 -3.0507
O -3.8139 6.1170 -2.9904
C -5.1710 5.9894 -2.6321
O -6.0525 6.1819 -3.6869
C -5.8677 5.3339 -4.8048
C -6.1632 3.8545 -4.5515
O -5.2412 2.9885 -5.2038
C -1.1700 6.6051 -3.1215
C -1.5046 7.1352 -4.5112
O -2.4695 7.7188 -4.7927
Br -0.1569 6.8667 -5.9098
C -0.7087 4.2537 -3.7959
N 0.0005 3.2809 -2.9143
C -0.0136 1.9200 -3.3683
Br 1.7037 1.3298 -3.9242
C -1.0922 1.1400 -3.4096
C -2.4445 1.5852 -2.9378
Br -0.9906 -0.6092 -4.0722
H 1.9878 2.1726 1.2793
H 2.9531 1.3871 -0.0976
H 0.7544 1.1056 -1.2272
H -0.0899 2.9394 1.4510
H -1.4528 3.3722 0.6971
H -0.7016 5.3652 -1.0427
H -3.3134 4.3976 -4.0001
H -3.4270 4.2390 -2.2487
H -5.3518 5.0295 -2.1367
H -5.3994 6.7735 -1.9164
H -6.5561 5.6891 -5.5651
H -4.8666 5.4791 -5.2246
H -7.1477 3.6356 -4.9606
H -6.2225 3.6336 -3.4864
H -4.5451 3.5079 -5.6139
H -0.0932 6.7097 -3.0043
H -1.6472 7.3019 -2.4371
H -1.2926 3.7430 -4.5539
H 0.0878 4.8035 -4.2764
H -2.4105 2.1213 -1.9943
H -2.9433 2.1454 -3.7265
H -3.0572 0.7042 -2.7768
O 0.1086 -0.4518 1.4950
S 0.0689 -1.6857 2.2301
O 1.3001 -2.3211 2.5756
O -0.8613 -2.7077 1.4692
C -0.5689 -3.0035 0.0778
C 0.6500 -3.8871 -0.0992
C -0.9232 -1.5021 3.6687
H -0.4723 -2.0687 -0.4783
H -1.4565 -3.5113 -0.2921
H 1.5603 -3.3792 0.2160
H 0.7603 -4.1598 -1.1483
H 0.5612 -4.7963 0.4937
H -1.8646 -1.0343 3.3957
H -0.3686 -0.8695 4.3585
H -1.0837 -2.4834 4.1064
O -6.9144 -0.4564 -8.3495
S -7.5673 -0.5526 -7.0802
O -8.0545 -1.8136 -6.6161
O -8.7336 0.5221 -7.0235
C -9.7317 0.5006 -8.0714
C -10.7029 -0.6548 -7.9396
C -6.5572 0.1714 -5.8381
H -9.2375 0.4987 -9.0438
H -10.2597 1.4470 -7.9774
H -10.2050 -1.6122 -8.0828
H -11.4887 -0.5645 -8.6894
H -11.1545 -0.6638 -6.9479
H -6.2116 1.1402 -6.1808
H -5.7149 -0.4989 -5.6798
H -7.1382 0.2632 -4.9241
O 6.0435 0.2511 2.7385
S 6.6504 -0.9651 3.1927
O 6.9501 -2.0187 2.2762
O 5.8021 -1.5345 4.4084
C 4.3952 -1.7971 4.2001
C 4.1734 -3.0372 3.3666
C 8.1045 -0.5824 4.1048
H 3.9135 -0.9224 3.7591
H 3.9715 -1.9325 5.1935
H 4.5489 -2.8990 2.3536
H 3.1194 -3.2753 3.3024
H 4.7069 -3.8854 3.7987
H 7.8801 0.2029 4.8204
H 8.8461 -0.2427 3.3853
H 8.4496 -1.4836 4.6047
O 6.7103 -8.8630 5.6515
S 5.6256 -8.0290 6.0625
O 4.8534 -7.3108 5.0914
O 6.1329 -6.9991 7.1510
C 7.2835 -6.1753 6.8337
C 6.9752 -5.1430 5.7732
C 4.5319 -8.9379 7.0960
H 8.1253 -6.7976 6.5290
H 7.5620 -5.6972 7.7692
H 6.7559 -5.6172 4.8175
H 7.8272 -4.4788 5.6330
H 6.1001 -4.5538 6.0518
H 5.1112 -9.4566 7.8540
H 4.0142 -9.6504 6.4576
H 3.8210 -8.2498 7.5446
O 1.8395 -6.7778 0.7997
S 2.4715 -8.0425 1.0434
O 2.6140 -8.9829 -0.0231
O 1.7317 -8.7433 2.2643
C 0.3031 -8.9233 2.1741
C -0.0975 -10.0258 1.2140
C 4.0235 -7.8019 1.8268
H -0.1680 -7.9746 1.9109
H -0.0146 -9.1752 3.1837
H 0.1629 -9.7733 0.1879
H -1.1747 -10.1870 1.2623
H 0.4145 -10.9545 1.4639
H 3.9028 -7.1090 2.6545
H 4.6969 -7.3890 1.0787
H 4.3950 -8.7613 2.1748
O 10.4615 -4.8300 6.4411
S 11.5953 -5.2325 5.6617
O 11.7205 -6.5886 5.2346
O 12.9135 -4.7860 6.4187
C 13.0943 -5.2280 7.7850
C 13.4522 -6.6965 7.8893
C 11.7667 -4.1736 4.2686
H 12.2012 -4.9914 8.3650
H 13.9057 -4.6169 8.1735
H 12.6335 -7.3310 7.5542
H 13.6766 -6.9498 8.9253
H 14.3191 -6.9239 7.2698
H 11.6940 -3.1405 4.5961
H 10.9549 -4.4171 3.5862
H 12.7251 -4.3707 3.7969
O -0.5485 4.5841 3.5481
S -0.5295 5.0456 4.9089
O -1.4254 4.4719 5.8601
O -0.6818 6.6200 4.9083
C -1.8210 7.2002 4.2306
C -3.1192 7.0143 4.9892
C 1.1088 4.9781 5.5399
H -1.8862 6.7963 3.2188
H -1.5873 8.2586 4.1437
H -3.4019 5.9645 5.0452
H -3.9213 7.5566 4.4889
H -3.0216 7.3829 6.0095
H 1.7865 5.4332 4.8233
H 1.3506 3.9270 5.6805
H 1.1350 5.4991 6.4927
O -10.5924 5.2086 -8.8419
S -9.3983 5.9739 -9.0239
O -8.2069 5.6130 -8.3170
O -9.7241 7.5031 -8.7599
C -10.3347 7.8597 -7.4989
C -9.3690 7.7964 -6.3324
C -9.0294 6.1144 -10.7358
H -11.2097 7.2313 -7.3276
H -10.6881 8.8789 -7.6353
H -9.0433 6.7746 -6.1431
H -9.8520 8.1717 -5.4304
H -8.4808 8.3940 -6.5371
H -9.9284 6.4110 -11.2679
H -8.6955 5.1338 -11.0674
H -8.2356 6.8448 -10.8642
*
```